1.
Computed, not measured: a molecular structure, C4H5FO2 in a non-equilibrium geometry, with the ωB97M-V functional and the def2-TZVPD basis.

The geometry in ORCA input format:
```
! RIJCOSX wB97M-V def2-TZVPD def2/J DEFGRID3
* xyz 0 1
F 1.51 0.12 -1.54
O -1.39 0.69 1.55
O -1.35 -0.15 -1.17
C -0.49 -0.47 -0.38
C 1.03 -0.55 -0.49
C 0.97 0.28 0.83
C -0.45 -0.19 1.11
H 0.90 1.37 0.64
H -0.49 -1.13 1.68
H -1.58 1.30 0.82
H 1.70 0.03 1.55
H 1.49 -1.52 -0.39
*
```

Calculated values
Energy relative to the best compared isomer or geometry (same formula, charge and spin) in kJ/mol: 146.5
Gap between HOMO and LUMO in eV: 10.48

---

2.
Computed, not measured: 2 unconnected molecules or ions with the total composition C9H14FN in a non-equilibrium geometry, with the ωB97M-V functional and the def2-TZVPD basis.

The geometry in ORCA input format:
```
! RIJCOSX wB97M-V def2-TZVPD def2/J DEFGRID3
* xyz 0 1
F 1.54 0.45 0.81
N -1.77 -1.74 -0.91
C -1.62 0.60 -0.02
C 1.13 -0.86 0.86
C -1.80 3.07 -0.48
C 0.65 -1.34 2.10
C 1.83 -1.15 -1.65
C -1.44 -0.66 -0.46
C 0.12 -0.36 2.95
C 1.54 -1.76 -0.27
C -1.77 1.65 -0.86
H -1.01 -2.33 -1.22
H 2.32 -2.51 -0.25
H -1.28 3.23 0.45
H 0.43 -2.38 2.20
H 0.57 -2.36 -0.35
H -1.71 1.54 -1.87
H -1.19 3.60 -1.23
H 1.05 -0.79 -2.25
H -1.36 0.86 0.98
H -2.74 3.55 -0.53
H -0.42 -0.64 3.85
H 2.73 -0.45 -1.45
H 2.32 -1.93 -2.42
H 0.43 0.64 2.82
*
```

Calculated values
Energy relative to the best compared isomer or geometry (same formula, charge and spin) in kJ/mol: 318.5
Gap between HOMO and LUMO (alpha / beta) in eV: 7.83 / 6.49

---

3.
Computed, not measured: a molecular structure, C22H44N3OP3PbS in a non-equilibrium geometry, with the ωB97M-V functional and the def2-TZVPD basis.

The geometry in ORCA input format:
```
! RIJCOSX wB97M-V def2-TZVPD def2/J DEFGRID3
* xyz 4 1
Pb 0.02 0.46 -0.55
S -0.18 0.47 -3.22
P 2.01 -1.43 -1.84
P 2.39 2.14 -0.50
P -0.90 1.57 2.63
O -0.70 -1.87 0.68
N 3.27 -0.48 2.48
N 0.02 -2.89 2.61
N 1.30 -1.20 1.56
C 3.30 -2.39 -0.96
C -0.08 1.60 4.22
C -1.13 -3.80 2.58
C -2.42 0.63 2.70
C -3.90 -1.10 -3.14
C -2.57 -0.84 -2.81
C -1.84 0.12 -3.55
C 0.19 -1.98 1.58
C 1.93 -2.05 3.71
C 0.85 -2.89 3.69
C -4.52 -0.41 -4.18
C 2.79 -1.23 -3.49
C 2.16 -1.26 2.57
C -4.93 0.41 0.19
C 0.83 -2.77 -2.22
C -4.86 1.57 -0.48
C -3.80 0.54 -4.92
C -2.48 0.81 -4.60
C 2.89 2.84 1.12
C 3.96 1.62 -1.25
C -1.21 3.22 2.00
C 1.97 3.65 -1.44
H -0.84 1.63 5.02
H 3.00 -2.53 0.09
H 4.29 0.66 -0.84
H -5.32 2.49 -0.11
H 2.62 -2.02 4.55
H -3.14 0.98 1.96
H 0.16 -2.93 -1.36
H -1.90 1.56 -5.16
H 3.40 -3.37 -1.44
H -2.08 -1.35 -1.97
H 0.57 2.48 4.29
H -5.46 0.31 1.14
H -4.46 -0.51 -0.20
H 3.24 -2.18 -3.80
H -4.46 -1.84 -2.56
H 0.01 0.86 1.77
H -1.35 3.90 2.85
H 4.73 2.38 -1.04
H -1.78 -3.61 3.45
H 2.85 2.07 1.90
H 3.92 3.22 1.04
H 2.04 -0.91 -4.23
H -2.12 3.22 1.38
H -5.57 -0.62 -4.42
H -2.22 -0.43 2.52
H 2.89 4.13 -1.80
H 3.57 -0.46 -3.43
H 1.40 -3.69 -2.42
H -0.36 3.57 1.40
H -1.69 -3.65 1.66
H 1.34 3.38 -2.30
H -2.84 0.75 3.71
H 4.26 -1.85 -0.99
H 0.56 -3.58 4.49
H 4.00 -0.56 3.17
H 0.53 0.69 4.35
H -4.28 1.08 -5.74
H 1.42 4.35 -0.80
H 3.55 -0.13 1.56
H 2.22 3.66 1.39
H -0.78 -4.84 2.64
H 0.22 -2.51 -3.10
H -4.33 1.63 -1.44
H 3.85 1.52 -2.34
*
```

Calculated values
Energy relative to the best compared isomer or geometry (same formula, charge and spin) in kJ/mol: 0.0
Gap between HOMO and LUMO (alpha / beta) in eV: 4.17 / 5.25

---

4.
Computed, not measured: 2 unconnected molecules or ions with the total composition C10H20 in a non-equilibrium geometry, with the ωB97M-V functional and the def2-TZVPD basis.

The geometry in ORCA input format:
```
! RIJCOSX wB97M-V def2-TZVPD def2/J DEFGRID3
* xyz 0 1
C -0.45 -1.94 1.59
C 1.05 1.88 -1.44
C -1.14 -1.68 3.95
C 1.26 2.76 -2.69
C -1.80 -0.61 3.07
C -1.56 -0.88 1.59
C 1.17 0.41 -3.35
C 0.66 0.44 -1.92
C 0.76 1.80 -3.86
C 0.00 -2.12 3.01
H -2.87 -0.50 3.32
H 1.91 1.82 -0.74
H -0.34 1.82 -4.02
H 2.32 3.04 -2.83
H -0.77 -2.97 1.35
H 0.94 -1.53 3.02
H 1.24 2.06 -4.82
H 1.16 -0.34 -1.31
H -0.43 0.32 -1.80
H -1.73 -2.58 4.21
H 0.27 -3.18 3.17
H -2.49 -1.29 1.13
H -0.74 -1.27 4.90
H 0.19 2.29 -0.87
H -1.29 0.03 1.03
H 0.68 3.69 -2.53
H -1.29 0.33 3.34
H 0.34 -1.66 0.86
H 2.26 0.25 -3.43
H 0.67 -0.39 -3.92
*
```

Calculated values
Energy relative to the best compared isomer or geometry (same formula, charge and spin) in kJ/mol: 75.3
Gap between HOMO and LUMO in eV: 11.56

---

5.
Computed, not measured: 4 unconnected molecules or ions with the total composition C34H79N7O9P in a non-equilibrium geometry, with the ωB97M-V functional and the def2-TZVPD basis.

The geometry in ORCA input format:
```
! RIJCOSX wB97M-V def2-TZVPD def2/J DEFGRID3
* xyz 1 1
P -1.22 4.36 1.57
O -5.63 1.95 6.17
O 1.66 7.39 -3.71
O 0.17 4.25 2.58
O 5.64 -7.53 -2.14
O -1.77 5.79 1.80
O 2.60 -5.46 -0.76
O -0.87 4.07 -0.06
O 1.70 5.61 -2.26
O 0.61 -0.38 -5.98
N -2.42 3.26 2.25
N -2.89 1.36 6.79
N -1.82 1.33 0.76
N 1.05 -0.92 -3.68
N 5.23 -9.91 -3.69
N 1.61 -2.83 -0.19
N -4.13 2.20 0.96
C 3.06 -3.07 -0.21
C 7.60 -9.88 -3.12
C 2.82 4.79 -2.67
C 3.06 -5.65 -2.09
C -4.17 0.75 8.77
C 6.29 -7.68 -3.40
C -6.56 0.97 6.60
C 0.19 0.02 1.84
C -0.84 0.16 -1.36
C 1.11 1.30 1.58
C 0.90 0.00 -4.82
C 3.58 4.10 -1.42
C 6.47 -9.15 -3.85
C 6.49 -7.69 -1.01
C 1.12 6.31 -3.35
C -5.85 2.60 2.82
C 2.60 3.28 -0.46
C -0.29 -1.51 -3.36
C -5.15 3.18 1.50
C -4.97 2.65 7.23
C -6.28 3.36 0.34
C 2.46 0.89 0.81
C -6.99 4.65 -1.87
C 2.73 1.68 -0.56
C -1.31 -0.40 -2.80
C -1.39 0.28 1.74
C -2.84 2.21 1.27
C 3.38 -4.56 0.02
C 1.12 1.57 -4.52
C -3.77 1.89 7.83
C -5.77 4.31 -0.87
C -2.09 0.80 -0.60
C -0.17 5.85 -4.17
C 3.62 -2.51 -1.51
H -5.69 2.94 8.00
H 3.60 -1.42 -1.49
H 0.16 5.68 -5.25
H -3.47 0.83 6.14
H -4.49 1.48 0.32
H 0.36 2.15 -5.13
H 5.64 -7.18 -4.12
H 1.18 -3.49 -0.84
H 2.21 1.81 -4.80
H 2.73 -6.63 -2.42
H -0.14 -2.36 -2.60
H -1.93 -0.72 1.52
H 4.66 -2.81 -1.65
H 3.51 -2.51 0.61
H -5.96 1.46 2.66
H -3.20 2.61 8.43
H 4.50 3.50 -1.77
H 7.85 -10.80 -3.65
H 6.72 -9.13 -4.91
H 7.33 -10.16 -2.11
H 3.39 0.98 1.46
H -2.55 2.14 6.22
H -4.71 4.23 1.64
H -2.31 -0.94 -2.64
H 0.39 -0.31 2.93
H -1.77 0.60 2.79
H -7.20 3.86 0.78
H 2.11 1.27 -1.44
H 3.15 -4.80 1.06
H -4.95 1.07 9.46
H 2.39 -0.23 0.52
H 8.50 -9.26 -3.08
H 1.53 3.54 -0.80
H 6.06 -7.12 -0.18
H 2.45 4.04 -3.44
H 4.00 4.98 -0.81
H -0.02 0.94 -1.42
H 0.61 2.17 1.05
H 2.61 -4.90 -2.75
H 4.50 -9.48 -4.25
H 7.50 -7.32 -1.20
H -2.06 2.75 3.08
H -0.12 4.13 3.51
H -0.43 -0.73 -0.78
H 3.83 1.47 -0.85
H -6.61 5.16 -2.83
H 1.64 -1.70 -4.04
H -0.69 -1.98 -4.32
H 4.15 -5.61 -2.15
H -7.56 3.71 -2.20
H 7.25 -7.14 -3.41
H 1.43 1.69 2.62
H -6.45 2.31 -0.08
H -6.06 0.01 6.73
H -1.49 0.48 -3.50
H 4.45 -4.76 -0.11
H 6.52 -8.74 -0.71
H -4.97 3.81 -1.52
H -5.18 2.86 3.70
H -7.08 1.26 7.51
H -0.67 4.90 -3.79
H -1.59 4.54 -0.55
H 0.96 1.71 -3.39
H -4.52 -0.13 8.23
H -7.76 5.35 -1.40
H 3.60 5.52 -3.12
H -4.60 3.58 6.79
H -5.30 5.29 -0.48
H 4.91 -9.78 -2.73
H -6.89 3.07 2.88
H 2.65 3.60 0.64
H -2.86 -0.06 -0.48
H -3.31 0.44 9.36
H -7.30 0.85 5.81
H -1.00 6.65 -4.21
H 3.06 -2.83 -2.39
H -2.58 1.55 -1.32
H 1.24 -3.12 0.72
H 0.47 -0.90 1.20
*
```

Calculated values
Energy relative to the best compared isomer or geometry (same formula, charge and spin) in kJ/mol: 663.8
Gap between HOMO and LUMO in eV: 6.78

---

6.
Computed, not measured: C5H10N2S in the gas phase in a non-equilibrium geometry, with the ωB97M-V functional and the def2-TZVPD basis.

The geometry in ORCA input format:
```
! RIJCOSX wB97M-V def2-TZVPD def2/J DEFGRID3
* xyz 0 1
S -2.51 -0.45 0.55
N -0.54 2.37 -0.85
N -1.75 0.52 -0.58
C 0.70 0.92 1.67
C -0.60 1.23 -0.33
C 0.57 -1.77 -0.66
C 1.28 -0.49 -0.23
C 0.48 0.59 0.42
H 0.09 1.54 2.35
H 1.49 0.46 2.33
H 1.78 -0.01 -1.08
H 0.43 2.77 -0.82
H -0.23 -1.54 -1.38
H 1.33 -2.48 -1.01
H 0.11 -2.29 0.19
H -2.32 -1.70 0.04
H -2.33 1.10 -1.16
H 2.04 -0.77 0.55
*
```

Calculated values
Energy relative to the best compared isomer or geometry (same formula, charge and spin) in kJ/mol: 163.8
Gap between HOMO and LUMO in eV: 10.15